{"formula": "C8H10CdN2Se", "method": "the ωB97M-V functional and the def2-TZVPD basis", "e_lumo_ev": [5.31, 5.31], "charge": -2, "homo_lumo_gap_ev": [3.14, 3.14], "homo_energy_ev": [2.1692, 2.1664], "relative_energy_kj_mol": 304.5, "species": ["C", "C", "C", "C", "C", "Cd", "N", "C", "C", "H", "H", "H", "H", "H", "H", "H", "H", "H", "H", "Se", "C", "N"], "positions_angstrom": [[2.371, -0.278, 0.055], [2.165, 1.054, -0.402], [1.503, 0.998, -1.662], [1.295, -0.373, -1.982], [1.826, -1.163, -0.921], [0.000, 0.000, 0.000], [-0.515, -1.216, 1.106], [-0.917, 0.970, 2.109], [-0.254, 1.931, 1.381], [1.197, 1.855, -2.265], [2.481, 1.964, 0.111], [0.790, -0.755, -2.871], [1.808, -2.252, -0.860], [2.838, -0.574, 0.996], [0.741, 2.271, 1.683], [-0.472, 0.527, 3.004], [-0.651, -1.918, 1.843], [-0.778, 2.505, 0.609], [-1.976, 0.762, 1.935], [-4.442, -2.083, -1.278], [-2.905, -1.362, -0.836], [-1.752, -0.822, -0.504]], "forces_ev_per_angstrom": [[1.450, -0.096, -0.848], [1.027, -0.046, -0.262], [0.342, 0.167, -0.260], [0.801, -0.364, -0.451], [1.648, 0.021, -0.839], [3.702, 8.610, -6.087], [-2.789, -9.111, 10.896], [-0.276, -0.319, 0.386], [-0.471, 1.601, 1.110], [0.079, -0.289, 0.201], [-0.201, -0.330, -0.148], [0.102, 0.140, 0.351], [-0.196, 0.488, 0.078], [-0.365, 0.134, -0.327], [-0.357, -0.228, -0.262], [-0.261, 0.196, -0.422], [0.220, 0.170, -0.046], [0.225, -0.182, 0.211], [0.432, 0.013, 0.101], [-1.412, -0.903, -0.134], [9.751, 5.104, 2.227], [-13.452, -4.778, -5.474]], "lowdin_charge": [-0.284, -0.285, -0.264, -0.268, -0.287, 1.232, -0.493, -0.236, -0.299, 0.065, 0.065, 0.074, 0.072, 0.067, 0.005, 0.026, -0.198, 0.010, 0.036, 0.174, -0.992, -0.219]}